Entry one
{
  "formula": "C2H4N4O2",
  "method": "ωB97M-V with the def2-TZVPD basis set",
  "multiplicity": 1,
  "smiles": "Nc1nn(N)c(=O)o1",
  "elements": ["N", "C", "N", "N", "N", "C", "O", "O", "H", "H", "H", "H"],
  "xyz": [[-2.52765, 0.10983, 0.11650], [-1.17236, 0.06653, 0.08190], [-0.49980, -1.00042, -0.29216], [0.74761, -0.43621, 0.31182], [1.99843, -1.17875, 0.03672], [0.87438, 0.95679, 0.06671], [1.87113, 1.63129, -0.14559], [-0.48680, 1.32143, 0.12913], [-2.88596, 1.05977, -0.15120], [-2.83237, -0.71626, -0.39490], [2.35666, -1.13003, 0.94237], [2.55673, -0.68397, -0.70130]]
}

=====

Entry two
{
  "formula": "C2H4N4O2",
  "method": "ωB97M-V with the def2-TZVPD basis set",
  "multiplicity": 1,
  "elements": ["C", "C", "H", "H", "H", "H", "N", "N", "N", "N", "O", "O"],
  "xyz": [[1.69131, 0.62840, 0.28562], [-0.97788, -0.58163, -0.49003], [0.44164, 0.58840, 1.34901], [2.93604, 0.56291, 1.05658], [1.61912, 1.78568, -0.53960], [2.19510, -1.08924, -0.28507], [1.48983, -0.56865, -0.59635], [0.19269, -1.20278, -0.15502], [-2.82922, 0.81411, -0.10913], [-3.21613, -0.35602, 0.18109], [-1.49147, 0.70993, -0.71090], [-2.05103, -1.29112, 0.01380]]
}

=====

Entry three
{
  "formula": "C2H4N4O2",
  "method": "ωB97M-V with the def2-TZVPD basis set",
  "multiplicity": 1,
  "smiles": "CNn1onnc1=O",
  "elements": ["C", "N", "N", "O", "N", "N", "C", "O", "H", "H", "H", "H"],
  "xyz": [[-0.30964, 0.46066, 1.60519], [-0.71814, -0.58395, 0.59584], [-0.26259, -0.21935, -0.60232], [-1.18650, -0.21182, -1.69211], [-0.27237, 0.45963, -2.69285], [0.95500, 0.20552, -2.56172], [1.05409, -0.26552, -1.19592], [1.96047, -0.64312, -0.42799], [0.71680, 0.88194, 1.83221], [-1.15314, 1.31659, 1.35922], [-0.59724, 0.14623, 2.79294], [-0.18672, -1.54681, 0.98751]]
}

=====

entry one has the most favorable energy; the next structure is 105.1 kcal/mol above.

=====

Entry one
{
  "formula": "CH4N4",
  "method": "ωB97M-V with the def2-TZVPD basis set",
  "multiplicity": 1,
  "elements": ["C", "N", "N", "N", "N", "H", "H", "H", "H"],
  "xyz": [[-0.04873, 0.88953, -0.34596], [1.42814, 0.55708, -0.02168], [1.80380, -0.49373, 0.26091], [-0.84184, -0.15107, 0.26381], [-0.55495, -1.29378, -0.33209], [-0.43885, 1.78837, 0.09886], [0.06240, 0.92084, -1.48706], [-1.05249, -0.20440, 1.22120], [-0.35749, -2.01284, 0.34200]]
}

=====

Entry two
{
  "formula": "CH4N4",
  "method": "ωB97M-V with the def2-TZVPD basis set",
  "multiplicity": 1,
  "smiles": "C1N=NNN1",
  "elements": ["C", "N", "N", "N", "N", "H", "H", "H", "H"],
  "xyz": [[0.76189, 0.17499, -0.46645], [1.66617, -0.42428, 0.56558], [0.96204, -0.87837, 1.50648], [-0.36061, -0.63040, 1.27966], [-0.59212, -0.43184, -0.16539], [0.64493, 1.24987, -0.47165], [0.95270, -0.14574, -1.52267], [-1.16163, -1.07888, 1.80888], [-1.45028, 0.08023, -0.29578]]
}

=====

entry two has the most favorable energy; the next structure is 17.7 kcal/mol above.